(1)
Entry from the OMol25 dataset: a molecular structure, C11H21ClHfO3P (ωB97M-V/def2-TZVPD).

Geometry as XYZ:
```
38
Properties=species:S:1:pos:R:3:forces:R:3:lowdin_charge:R:1
H 1.2329 -1.7735 -2.0561 0.074 -0.158 -0.304 0.13
H -2.2724 -0.6803 -2.3556 -0.922 -1.267 -1.015 0.08
H -1.3582 -2.4689 0.9664 -0.251 -0.365 0.117 0.12
C 0.2751 -1.8577 -0.1515 -0.354 0.115 -0.475 -0.17
C -1.2336 -1.8768 0.0684 -0.108 0.257 0.612 -0.17
P -3.1403 1.3308 -2.4952 0.719 -0.352 -0.413 0.61
Cl -1.7681 1.6034 -3.8951 -0.343 0.132 -0.201 0.47
C 2.5560 1.6341 0.4915 0.062 1.517 -1.148 -0.15
H 3.5958 1.5361 0.1285 0.333 0.170 -0.134 0.09
H 2.5849 -0.1038 -1.8934 0.692 -0.118 0.103 0.14
C 0.8328 -1.0690 -1.3434 0.112 -0.045 0.618 -0.13
H 2.0598 2.0399 -1.5096 0.252 0.091 -0.277 0.15
H -3.9108 -1.2992 -0.2609 -0.047 -0.283 0.213 0.14
C -3.1183 -0.1936 -1.8871 2.451 1.214 1.425 -0.21
O 2.5128 0.6378 1.5633 -0.473 0.768 -0.373 -0.42
H -1.3047 0.2949 0.1204 -0.036 0.347 -0.151 0.10
H 2.0045 -0.5142 4.0740 0.159 0.143 0.415 0.12
H 0.7901 -1.5300 0.7458 -0.006 0.063 0.413 0.06
H -3.8571 0.4202 -0.0162 -0.229 0.136 0.265 0.11
H 2.5374 -0.3204 -0.1250 -0.555 -1.299 -0.778 -0.08
H -1.7281 -2.4425 -0.7103 0.011 -0.141 -0.381 0.13
C -3.3035 -0.4149 -0.4231 -1.263 -0.058 -0.214 -0.22
H 0.5315 -2.8971 -0.3032 0.329 -0.293 0.151 0.13
H 1.1486 -1.2521 2.7709 -0.094 -0.381 -0.164 0.07
C 1.6744 1.3784 -0.7466 -0.038 -0.184 1.432 -0.10
C -1.9673 -0.5449 0.3220 0.430 -0.441 -0.541 -0.16
H 0.2531 -0.2389 3.8842 -0.191 0.262 0.294 0.12
Hf 3.9628 -0.6605 1.0939 1.569 -0.882 0.156 1.95
C 1.4599 0.8186 2.5190 -1.522 -0.127 2.468 -0.46
C 1.9395 -0.0644 -1.0221 0.045 -0.546 -2.520 -0.22
H 0.6130 1.5846 -0.6966 -0.206 0.233 0.764 0.13
H -3.0735 3.3317 -1.7639 -0.205 0.275 0.383 0.12
O 0.9346 1.8533 2.5837 -0.168 1.035 -0.818 0.27
O -2.9609 2.4386 -1.3931 -0.547 0.456 -0.362 -0.18
H 0.0679 -0.5122 -1.8743 -0.258 0.224 -0.079 0.11
C 1.1930 -0.3558 3.3737 0.545 -0.696 -0.569 0.05
H -2.2444 -0.4801 1.3642 -0.013 0.124 0.351 0.13
H 2.4809 2.6484 0.8525 0.046 0.072 0.738 0.16
```
Forces are in eV/Å.

The calculation puts the energy relative to the best compared isomer or geometry (same formula, charge and spin) at 0.0000 eV. The value obtained for the HOMO energy is -18.92 eV. As for the charge: +3. The LUMO energy comes out at -12.13 eV. The value obtained for the gap between HOMO and LUMO is 6.79 eV.

---

(2)
Entry from the OMol25 dataset: a molecular structure, C5H7N (ωB97M-V/def2-TZVPD).

Geometry as XYZ:
```
13
Properties=species:S:1:pos:R:3:forces:R:3:lowdin_charge:R:1
N -1.1520 0.2143 -0.7838 0.399 -0.077 0.351 0.07
C 1.0443 0.7870 -0.4063 -0.019 0.129 0.008 -0.14
C -0.3400 1.0973 0.0890 0.116 0.369 0.238 -0.27
C 0.5876 -0.6354 -0.7822 -1.318 0.614 -0.234 -0.05
H 0.7890 -1.3699 1.3125 -0.127 0.031 -0.171 0.11
H 1.8577 0.8341 0.3285 -0.162 -0.075 -0.130 0.11
C -0.9474 -0.1536 0.6396 -0.107 -0.083 0.441 -0.27
H -0.2369 -0.5892 -1.5865 1.066 -0.862 -0.756 0.11
H -0.4195 -2.2430 0.3188 0.064 0.144 0.056 0.11
C 0.0473 -1.2724 0.5097 -0.076 -0.016 0.060 -0.14
H 1.3170 1.3713 -1.2902 -0.028 -0.084 0.142 0.11
H -0.7390 2.0793 0.3437 0.051 -0.142 0.029 0.13
H -1.8082 -0.1198 1.3072 0.142 0.052 -0.035 0.13
```
Forces are in eV/Å.

The calculation puts the energy relative to the best compared isomer or geometry (same formula, charge and spin) at 5.5512 eV. The value obtained for the HOMO energy is -8.26 eV. The LUMO energy comes out at 0.53 eV. The value obtained for the gap between HOMO and LUMO is 8.80 eV.